[1]
# C6H9BrN3O

The ion C6H9BrN3O with charge +1 (ωB97M-V with the def2-TZVPD basis set, OMol25).

Last column: Löwdin charge in e.
Cartesian coordinates (Å):
N -1.534 -1.904 0.287  0.16
C -1.342 -0.557 0.382  -0.64
O -1.573 -0.133 1.681  0.02
C -1.966 0.387 -0.567  -0.41
Br -4.018 0.446 -0.212  0.61
C 0.367 -0.056 0.168  -0.12
N 0.644 1.198 0.536  0.14
C 1.896 1.648 0.375  -0.06
C 2.883 0.997 -0.333  0.03
C 2.525 -0.316 -0.807  0.04
N 1.298 -0.804 -0.445  0.13
H -1.967 -2.303 -0.504  0.10
H -1.791 -2.307 1.160  0.11
H -1.011 0.562 1.915  0.06
H -1.609 1.444 -0.280  0.10
H -1.834 0.179 -1.589  0.06
H 2.063 2.346 1.198  0.14
H 3.859 1.443 -0.576  0.14
H 3.244 -0.960 -1.280  0.14
H 1.210 -1.882 -0.285  0.23

Output
Orbital gap   7.90 eV
Charge   +1
Structure (SMILES)   N[C@](O)(CBr)C1=[N+]=CC=CN1
Total energy   -82919.8575 eV
Relative energy (zero: lowest compared OMol25 entry of this formula, charge and spin)   75.4 kJ/mol

[2]
# C9H9NO2P

The ion C9H9NO2P with charge +1 (ωB97M-V with the def2-TZVPD basis set, OMol25).

Last column: Löwdin charge in e.
Cartesian coordinates (Å):
O -1.915 -2.735 -2.723  -0.29
P -2.580 -2.192 -1.269  0.90
O -3.726 -0.975 -1.598  -0.29
C -1.218 -1.219 -0.341  -0.31
C -0.382 -0.276 -1.067  0.04
C 0.642 0.481 -0.274  -0.11
C 1.558 1.512 -0.846  0.00
C 2.512 2.251 -0.006  0.00
C 2.556 1.910 1.445  -0.03
C 1.695 0.925 2.064  0.00
C 0.726 0.207 1.197  -0.10
C -0.204 -0.785 1.807  0.07
N -1.123 -1.462 1.036  0.06
H -2.222 -2.147 -3.450  0.07
H -3.483 -0.183 -1.071  0.06
H -0.493 -0.073 -2.158  0.13
H 1.459 1.703 -1.949  0.12
H 3.185 3.043 -0.427  0.12
H 3.272 2.471 2.101  0.12
H 1.718 0.682 3.155  0.12
H -0.210 -1.010 2.900  0.16
H -1.769 -2.129 1.473  0.16

Output
Orbital gap   7.45 eV
Charge   +1
Structure (SMILES)   OP(O)c1cc2ccccc2c[nH+]1
Total energy   -24345.4602 eV
Relative energy (zero: lowest compared OMol25 entry of this formula, charge and spin)   226.3 kJ/mol

[3]
# C5H7FSi

A cluster of 2 separate species, C5H7FSi in total (ωB97M-V with the def2-TZVPD basis set, OMol25).

Last column: Löwdin charge in e.
Cartesian coordinates (Å):
C -2.082 0.448 2.930  0.07
C -1.271 0.364 2.011  -0.17
C 1.944 -1.403 -0.083  -0.09
C 1.424 -0.411 0.624  -0.29
C -1.016 1.078 -1.186  -0.18
F 0.731 2.826 0.961  -0.57
Si -0.206 0.570 0.478  0.84
H -2.686 0.379 3.793  0.02
H 2.955 -1.972 0.126  0.10
H 1.422 -1.814 -0.983  0.06
H 1.936 -0.192 1.659  0.10
H -1.849 1.731 -0.939  0.02
H -0.513 1.434 -2.083  0.03
H -1.545 0.020 -1.365  0.07

Output
Orbital gap   9.48 eV
Total energy   -15889.4412 eV
Relative energy (zero: lowest compared OMol25 entry of this formula, charge and spin)   345.3 kJ/mol

[4]
# H7O3S

A cluster of 4 separate species, H7O3S in total (ωB97M-V with the def2-TZVPD basis set, OMol25).

Last column: Löwdin charge in e.
Cartesian coordinates (Å):
S -0.461 0.286 -0.496  0.11
H -1.097 -0.806 -0.044  -0.34
H 0.081 0.974 1.597  -0.11
H -0.066 0.232 2.916  0.03
O 0.375 1.003 2.539  -0.15
H -1.609 0.202 -2.516  -0.13
H -1.533 -0.907 -3.528  0.01
O -1.957 -0.054 -3.398  -0.16
H 2.085 0.025 1.672  -0.02
H 1.722 -0.459 0.312  -0.09
O 2.460 -0.496 0.947  -0.15

Output
Orbital gap   7.88 eV
Charge   -1
Total energy   -17093.6276 eV
Relative energy (zero: lowest compared OMol25 entry of this formula, charge and spin)   0.0 kJ/mol

Question: Number 4 is which compound?
Answer: H7O3S

Please write out number 4 again, unchanged.
# H7O3S

A cluster of 4 separate species, H7O3S in total (ωB97M-V with the def2-TZVPD basis set, OMol25).

Last column: Löwdin charge in e.
Cartesian coordinates (Å):
S -0.461 0.286 -0.496  0.11
H -1.097 -0.806 -0.044  -0.34
H 0.081 0.974 1.597  -0.11
H -0.066 0.232 2.916  0.03
O 0.375 1.003 2.539  -0.15
H -1.609 0.202 -2.516  -0.13
H -1.533 -0.907 -3.528  0.01
O -1.957 -0.054 -3.398  -0.16
H 2.085 0.025 1.672  -0.02
H 1.722 -0.459 0.312  -0.09
O 2.460 -0.496 0.947  -0.15

Output
Orbital gap   7.88 eV
Charge   -1
Total energy   -17093.6276 eV
Relative energy (zero: lowest compared OMol25 entry of this formula, charge and spin)   0.0 kJ/mol

Question: Look up the total energy of the third one.
Answer: -15889.4412 eV

Repeat the fourth record exactly.
# H7O3S

A cluster of 4 separate species, H7O3S in total (ωB97M-V with the def2-TZVPD basis set, OMol25).

Last column: Löwdin charge in e.
Cartesian coordinates (Å):
S -0.461 0.286 -0.496  0.11
H -1.097 -0.806 -0.044  -0.34
H 0.081 0.974 1.597  -0.11
H -0.066 0.232 2.916  0.03
O 0.375 1.003 2.539  -0.15
H -1.609 0.202 -2.516  -0.13
H -1.533 -0.907 -3.528  0.01
O -1.957 -0.054 -3.398  -0.16
H 2.085 0.025 1.672  -0.02
H 1.722 -0.459 0.312  -0.09
O 2.460 -0.496 0.947  -0.15

Output
Orbital gap   7.88 eV
Charge   -1
Total energy   -17093.6276 eV
Relative energy (zero: lowest compared OMol25 entry of this formula, charge and spin)   0.0 kJ/mol